Molecular formula: C24H54F6KN6O12S6
Method: DFT, wB97M-V/def2-TZVPD

Geometry (Å):
K: 13.86414 -9.41828 17.32135
C: 12.46424 -10.59243 22.46450
C: 12.32370 -11.98146 21.77733
C: 12.54036 -11.88024 20.26210
N: 11.79797 -13.05408 19.58636
C: 12.40496 -14.40024 19.91925
C: 10.29780 -13.06845 19.84910
C: 9.69850 -13.60101 18.58083
C: 10.56820 -12.99174 17.47406
C: 11.95868 -12.84194 18.06281
H: 11.80523 -9.91710 21.91949
H: 13.49999 -10.26872 22.51401
H: 12.02246 -10.61668 23.46009
H: 11.44908 -12.45344 22.21911
H: 13.16407 -12.56933 22.15965
H: 13.57414 -12.01153 19.95502
H: 11.99547 -11.03305 19.85544
H: 13.43067 -14.40155 19.55766
H: 11.84958 -15.18440 19.40866
H: 12.27177 -14.52383 20.99025
H: 10.13113 -13.58903 20.78593
H: 10.02230 -12.01475 19.92601
H: 9.62960 -14.69010 18.55578
H: 8.67184 -13.24899 18.47788
H: 10.59362 -13.59475 16.56902
H: 10.11870 -12.02145 17.26158
H: 12.70333 -13.52909 17.66965
H: 12.33473 -11.84746 17.81696
C: 16.83385 -12.54633 8.50980
C: 16.61676 -11.33689 9.43221
C: 15.46994 -11.48250 10.44050
N: 15.45980 -10.46776 11.57589
C: 15.56293 -9.07782 11.01507
C: 16.57324 -10.70119 12.56286
C: 16.14120 -9.96533 13.84819
C: 14.61546 -9.82196 13.71902
C: 14.23520 -10.59130 12.44978
H: 16.57633 -13.51441 8.93623
H: 17.89978 -12.59152 8.28248
H: 16.35565 -12.39320 7.54510
H: 16.36190 -10.49282 8.79375
H: 17.49803 -11.13214 10.04345
H: 15.43786 -12.47936 10.87870
H: 14.50943 -11.30591 9.95361
H: 14.68206 -8.91487 10.39695
H: 16.46002 -9.12094 10.40314
H: 15.65547 -8.29695 11.76633
H: 17.49814 -10.25220 12.20296
H: 16.72647 -11.77597 12.63300
H: 16.67571 -9.03391 14.00275
H: 16.29638 -10.61452 14.71254
H: 14.39943 -8.78261 13.47710
H: 13.97857 -10.18488 14.51759
H: 13.36047 -10.22002 11.92018
H: 14.13594 -11.66716 12.60612
C: 14.79080 -7.31162 20.90223
C: 14.40333 -6.37960 19.74271
C: 12.93415 -5.98312 19.86845
N: 12.63849 -4.73803 19.02833
C: 13.39905 -3.55061 19.55528
C: 12.81420 -4.97322 17.54973
C: 11.65353 -4.24549 16.84411
C: 10.81437 -3.63357 17.99262
C: 11.14432 -4.45527 19.21494
H: 14.84683 -6.83888 21.88636
H: 15.82684 -7.61148 20.73649
H: 14.11652 -8.16103 21.01583
H: 14.51528 -6.95274 18.82761
H: 15.07496 -5.52602 19.74402
H: 12.60105 -5.73529 20.87404
H: 12.33929 -6.78547 19.44578
H: 14.45090 -3.64091 19.29700
H: 13.28355 -3.45038 20.62881
H: 13.01299 -2.71865 18.97271
H: 13.81598 -4.66826 17.25695
H: 12.69276 -6.02379 17.28521
H: 12.00136 -3.46389 16.17090
H: 11.11954 -4.96114 16.22323
H: 11.09547 -2.59091 18.12604
H: 9.74749 -3.69529 17.78306
H: 11.04744 -3.86490 20.12532
H: 10.55580 -5.36563 19.29764
N: 15.24048 -7.36654 16.12194
S: 16.80736 -6.92666 16.47202
O: 16.95830 -5.68962 17.19029
O: 17.73182 -7.30410 15.46274
F: 17.08787 -8.04332 17.55679
S: 15.00634 -6.42892 14.92455
O: 15.68135 -6.75736 13.68731
O: 14.69168 -5.04168 15.17743
F: 13.51541 -6.96287 14.60759
N: 11.30680 -9.12452 17.69308
S: 10.59903 -8.65755 16.22207
O: 11.03901 -7.47030 15.58993
O: 9.22589 -9.03007 16.03187
F: 11.41934 -9.78482 15.41963
S: 10.13498 -8.78466 18.62796
O: 9.23279 -9.86117 18.92152
O: 9.57671 -7.45908 18.64109
F: 11.09610 -8.69228 19.94284
N: 15.21761 -11.62478 18.02505
S: 16.44320 -11.63176 19.13583
O: 17.81457 -11.54344 18.75531
O: 16.16549 -12.45191 20.28337
F: 16.12416 -10.11789 19.62007
S: 15.56630 -12.93212 17.29554
O: 15.12200 -14.13481 17.97082
O: 16.77484 -13.03555 16.52751
F: 14.43917 -12.69637 16.11591

Atoms 1-6, force components in eV/Å:
K 0.517 0.092 -0.108
C -0.947 -0.592 -0.460
C 2.069 0.766 1.181
C -2.217 -1.892 0.775
N 0.920 0.085 -1.359
C -0.462 0.690 0.094

E_HOMO = -12.45 eV
Strongest force on any atom = 6.83 eV Å⁻¹
Charge = +1

These are the Mulliken partial charges, in e, on atoms 1 to 5:
1 K 1.94
2 C -1.21
3 C -0.61
4 C 1.08
5 N 0.28


Molecular formula: C24H54N7O7P3
Method: DFT, wB97M-V/def2-TZVPD

Geometry (Å):
C: -1.81304 4.98340 2.53183
C: -0.56979 4.08447 1.86622
O: -0.57381 4.42318 0.42604
C: -1.10713 2.50396 1.96847
O: -0.35410 1.57397 1.11846
C: 0.99820 1.30404 1.61321
C: 1.98876 0.77847 0.58937
C: 3.54514 0.38803 1.05521
O: 4.21905 -0.63448 0.46621
C: 4.17445 1.29735 2.29822
P: 6.06671 1.60226 2.38092
C: 6.87605 1.66233 0.65201
O: 6.69881 0.10549 3.09915
C: 3.17455 1.83455 3.30570
C: 3.77217 2.77380 4.50881
C: 4.15400 1.96666 5.89006
N: 2.92240 1.43003 6.62745
C: 1.55696 1.44890 3.14195
O: 0.88218 1.25020 4.27550
H: -1.58084 5.32771 3.63136
H: -2.81457 4.33747 2.60573
H: -2.10166 5.91541 1.85206
H: 0.45576 4.25507 2.40329
H: -0.37076 5.40973 0.38639
H: -1.25131 2.15393 3.08346
H: -2.20956 2.54647 1.51123
H: 1.65424 0.63505 -0.54086
H: 6.74808 2.73915 0.21152
H: 8.03695 1.45105 0.81803
H: 6.48741 0.79692 -0.03783
H: 6.03955 -0.24535 3.77982
H: 2.96114 3.59415 4.81568
H: 4.73508 3.39745 4.21086
H: 4.63292 2.76759 6.63362
H: 4.98567 1.13134 5.73690
H: 2.69987 0.52607 6.12106
H: 2.17046 2.13117 6.42520
O: -4.07616 0.44443 1.35306
P: -4.85454 -0.86564 1.07850
N: -5.30514 -1.04070 2.71644
C: -4.31484 -1.08091 3.78569
C: -6.36669 -0.10106 3.10121
N: -3.48501 -1.77652 0.64549
C: -2.86662 -2.82998 1.42854
C: -2.43977 -1.07032 -0.09975
N: -5.74934 -2.37166 0.76288
C: -6.70753 -2.16421 -0.32577
C: -6.34936 -3.25163 1.76195
H: -4.80267 -1.25829 4.75182
H: -3.73524 -0.15803 3.85170
H: -3.63604 -1.92299 3.66859
H: -7.19745 -0.15773 2.38984
H: -6.00620 0.93251 3.11813
H: -6.78048 -0.34528 4.08554
H: -2.19182 -2.42961 2.19068
H: -2.27519 -3.49052 0.78204
H: -3.59253 -3.48330 1.91283
H: -1.79400 -0.49425 0.57179
H: -2.87965 -0.38349 -0.83113
H: -1.81064 -1.76576 -0.66740
H: -7.55550 -1.55790 0.01022
H: -7.08387 -3.11439 -0.71993
H: -6.22766 -1.64174 -1.15976
H: -7.23539 -2.81231 2.22612
H: -5.64555 -3.53402 2.54991
H: -6.65446 -4.20148 1.29907
O: 1.60203 0.15234 -3.34601
P: 1.74327 -0.33461 -4.80904
N: 0.53347 -1.52487 -4.61880
C: 0.61542 -2.54455 -3.57997
C: -0.81520 -0.94322 -4.59377
N: 3.32493 -0.93254 -4.62561
C: 3.72108 -2.32796 -4.59028
C: 4.21351 -0.16986 -3.74506
N: 1.90565 -0.89440 -6.49091
C: 1.79051 0.24184 -7.40853
C: 1.24992 -2.05472 -7.08772
H: -0.22426 -3.24496 -3.66499
H: 0.61284 -2.11702 -2.57538
H: 1.49879 -3.16769 -3.70216
H: -0.95688 -0.28065 -5.45420
H: -0.98711 -0.35797 -3.68468
H: -1.58679 -1.71742 -4.66469
H: 3.58544 -2.76579 -3.59711
H: 4.78178 -2.43143 -4.85159
H: 3.18893 -2.94074 -5.31804
H: 4.04028 -0.42052 -2.69292
H: 4.05943 0.90700 -3.87461
H: 5.26828 -0.36150 -3.97399
H: 0.75426 0.59107 -7.46998
H: 2.13980 -0.01383 -8.41474
H: 2.40829 1.07583 -7.05983
H: 0.17858 -1.89873 -7.23398
H: 1.39357 -2.96635 -6.50098
H: 1.68953 -2.27694 -8.07105

Atoms 1-6, force components in eV/Å:
C -0.420 -0.249 0.527
C -2.303 -0.407 0.157
O 0.989 1.171 1.845
C -1.640 1.617 -0.137
O 2.854 0.165 3.027
C 2.609 -1.385 -3.261

E_HOMO = -7.97 eV
Strongest force on any atom = 8.64 eV Å⁻¹

These are the Mulliken partial charges, in e, on atoms 1 to 5:
1 C -0.88
2 C 0.51
3 O -0.54
4 C -0.71
5 O -0.36


Molecular formula: C24H55BeCl2F6LiN2O7P5S
Method: DFT, wB97M-V/def2-TZVPD

Geometry (Å):
C: 0.13591 -2.13636 -1.57133
C: 1.18710 -1.20736 -2.23879
C: 1.81424 -0.12040 -1.29618
C: 0.69611 -0.57080 -3.56868
N: -0.57344 0.21109 -3.34504
C: -1.81784 -0.49123 -3.79930
P: -1.89212 -0.96916 -5.61336
O: -2.36731 -2.35684 -5.81358
C: -3.11945 0.27533 -3.42870
P: -4.59368 -0.55233 -4.29649
C: -4.85991 -2.26488 -3.64790
C: -6.11661 0.48193 -4.00798
C: -3.08665 1.73225 -4.00030
C: -1.79657 2.43510 -3.43886
P: -1.93805 2.60961 -1.56420
N: -0.71935 3.49867 -1.02434
P: -1.64623 4.20083 -4.01082
O: -2.05731 4.44237 -5.48095
O: -2.58300 5.05201 -3.05098
O: -0.13752 4.63824 -3.72937
C: -0.47887 1.63815 -3.76005
S: 0.09836 1.88069 -5.47726
H: -0.40788 -2.73233 -2.32014
H: -0.62716 -1.48203 -1.08807
H: 0.54617 -2.74911 -0.75920
H: 2.02156 -1.86306 -2.54577
H: 2.39806 -0.59788 -0.49783
H: 2.56492 0.39792 -1.91448
H: 1.08130 0.60927 -0.91226
H: 1.52548 0.05511 -3.92084
H: 0.58247 -1.39520 -4.28211
H: -0.64752 0.25200 -2.31629
H: -1.86553 -1.43749 -3.23658
H: -0.56224 -0.85572 -6.11199
H: -2.67277 -0.05023 -6.36263
H: -3.32858 0.25350 -2.34648
H: -5.75183 -2.36422 -3.00627
H: -5.05479 -2.91526 -4.51448
H: -3.98468 -2.67953 -3.13007
H: -5.89692 1.50953 -4.34114
H: -6.39287 0.55832 -2.94260
H: -6.96220 0.11578 -4.60338
H: -3.99147 2.25445 -3.66372
H: -2.99470 1.72199 -5.09201
H: -1.82083 1.34475 -0.91758
H: -3.13848 3.29901 -1.18941
H: -1.10100 4.32064 -0.55214
H: -2.08848 5.30369 -2.24397
H: -0.10364 4.95465 -2.79831
H: 0.28703 2.09420 -3.10190
H: 0.81057 3.04073 -5.49754
C: 1.71265 -4.26932 3.70071
C: 1.98409 -2.90846 3.51055
C: 2.64325 -2.51540 2.33860
C: 3.00364 -3.44103 1.38950
C: 2.72226 -4.79597 1.57702
C: 2.08420 -5.21099 2.73353
H: 1.20514 -4.60010 4.60491
H: 1.68128 -2.15020 4.28245
H: 2.87128 -1.48263 2.17351
H: 3.50798 -3.10750 0.48929
H: 3.00319 -5.52116 0.82263
H: 1.87021 -6.26197 2.88688
O: 4.54304 1.27336 -3.16786
H: 5.42082 1.59791 -2.93690
H: 3.98911 2.05676 -3.10761
C: 5.88650 4.32455 0.68532
C: 4.91772 3.76965 -0.34459
C: 3.57366 3.43748 0.28641
O: 5.47356 2.59518 -0.94177
H: 6.07676 3.59507 1.47833
H: 6.84986 4.55539 0.22656
H: 5.48277 5.25771 1.14954
H: 4.77767 4.49848 -1.14650
H: 3.68563 2.67534 1.06249
H: 2.88801 3.03179 -0.46149
H: 3.11665 4.32271 0.73347
H: 5.60384 1.94111 -0.24571
F: -5.58226 5.18457 2.22527
P: -4.54640 5.25081 0.97052
F: -3.93396 4.39387 -0.33732
F: -5.97658 5.08875 0.19969
F: -4.31440 6.55859 0.00734
F: -3.75847 4.00220 1.67629
F: -3.63501 6.22126 1.91825
C: 1.10286 -3.65567 9.21126
C: 0.90259 -5.01203 9.86579
O: -0.34345 -5.60889 9.56525
C: -0.60137 -5.86682 8.19660
C: 0.40183 -6.80642 7.54852
H: 0.30584 -2.96911 9.49811
H: 2.06036 -3.22610 9.51420
H: 1.09515 -3.72673 8.11871
H: 0.92761 -4.89014 10.94864
H: 1.72161 -5.69517 9.61333
H: -0.67542 -4.92512 7.64000
H: -1.59055 -6.32367 8.15744
H: 1.41249 -6.39102 7.55016
H: 0.12333 -7.00146 6.51147
H: 0.43891 -7.75525 8.08520
Li: 2.88823 -2.86791 5.86623
Cl: -2.61364 3.47135 -6.82303
Be: 5.02735 6.84622 1.06399
Cl: 2.01679 -0.35426 3.80245

Atoms 1-6, force components in eV/Å:
C -0.520 1.354 -0.068
C 0.411 -0.255 0.490
C 0.085 -0.632 -1.137
C 1.490 -1.312 0.851
N 0.007 0.178 -0.083
C -1.476 -0.006 -0.146

E_HOMO = -8.96 eV
Strongest force on any atom = 3.95 eV Å⁻¹
Charge = +1

These are the Mulliken partial charges, in e, on atoms 1 to 5:
1 C -1.41
2 C 0.25
3 C -0.73
4 C -1.16
5 N 0.97


Molecular formula: C24H55O11P
Method: DFT, wB97M-V/def2-TZVPD

Geometry (Å):
C: 7.10219 -1.88509 -0.17358
O: 7.22240 -0.48072 -0.03973
C: 6.64374 0.00968 1.12696
O: 5.93403 1.21102 0.87331
P: 6.56419 2.41894 0.03106
O: 8.01580 2.41234 -0.06859
O: 5.97277 3.68913 0.77611
O: 5.73475 2.45342 -1.31283
C: 5.50405 1.29825 -2.14287
C: 4.37461 0.40799 -1.62717
C: 3.38447 -0.04438 -2.70610
C: 4.08014 -0.86086 -3.79626
C: 2.55180 1.10012 -3.28796
C: 1.54760 1.73368 -2.30069
C: 0.56437 0.71465 -1.80288
C: 0.59798 0.11881 -0.60801
C: 1.15107 0.80444 0.62896
C: 0.03917 -1.26405 -0.41828
H: 6.05558 -2.18245 -0.30290
H: 7.67223 -2.17754 -1.05329
H: 7.53133 -2.40114 0.69199
H: 7.40775 0.20890 1.88523
H: 5.89549 -0.68710 1.51721
H: 5.03954 3.59696 1.00777
H: 6.44457 0.76280 -2.28066
H: 5.23139 1.72198 -3.10953
H: 3.85205 0.94002 -0.82987
H: 4.79589 -0.48377 -1.15694
H: 2.68676 -0.72153 -2.20215
H: 3.36430 -1.17054 -4.56010
H: 4.51574 -1.76848 -3.36984
H: 4.88204 -0.30349 -4.28758
H: 3.20551 1.90510 -3.63758
H: 1.99006 0.71409 -4.14322
H: 1.03199 2.52313 -2.85630
H: 2.07967 2.21207 -1.47515
H: -0.24919 0.47149 -2.48575
H: 1.10808 0.12105 1.47819
H: 0.54218 1.68491 0.83150
H: 2.19649 1.10764 0.52873
H: 0.88462 -1.96134 -0.41050
H: -0.49197 -1.40467 0.52776
H: -0.61021 -1.54952 -1.24872
C: -2.78568 1.81229 0.13348
O: -2.89426 1.64886 -1.27061
C: -3.66552 0.52136 -1.64409
C: -5.05415 0.91388 -2.09654
O: -5.81614 1.45950 -1.03544
C: -5.91125 2.87355 -1.05810
H: -2.32852 2.78129 0.32605
H: -3.76710 1.77984 0.61297
H: -2.14428 1.02629 0.54885
H: -3.73546 -0.18851 -0.81274
H: -3.14935 0.02332 -2.47193
H: -5.57454 0.02034 -2.45626
H: -4.98666 1.62448 -2.92688
H: -6.55619 3.20694 -1.87857
H: -4.92761 3.33798 -1.16465
H: -6.36373 3.17766 -0.11654
C: 1.66918 -5.67019 1.97994
O: 3.03064 -5.98857 2.19719
C: 3.85495 -5.77566 1.06575
C: 4.64358 -4.49114 1.18068
O: 3.81168 -3.34207 1.15189
C: 3.57234 -2.77780 2.42716
H: 1.17262 -5.70530 2.94786
H: 1.55141 -4.67106 1.55137
H: 1.19629 -6.40023 1.31428
H: 3.25457 -5.75931 0.14994
H: 4.55450 -6.61421 0.99941
H: 5.32407 -4.41580 0.32639
H: 5.24370 -4.50540 2.09651
H: 4.47492 -2.29669 2.82189
H: 3.23157 -3.52990 3.14272
H: 2.79803 -2.02208 2.30463
C: -8.79336 1.52045 4.19503
O: -10.01956 1.85751 3.57700
C: -10.00350 3.11302 2.92137
C: -9.84151 2.96799 1.42435
O: -8.57548 2.43650 1.07868
C: -8.60110 1.05746 0.74973
H: -8.86750 0.48134 4.51091
H: -7.95174 1.62652 3.50559
H: -8.61264 2.14498 5.07705
H: -9.19987 3.74241 3.31862
H: -10.95700 3.60808 3.12922
H: -9.92527 3.95713 0.96300
H: -10.64352 2.33809 1.02539
H: -9.08883 0.89817 -0.21817
H: -9.12147 0.47414 1.51372
H: -7.56821 0.72668 0.67212

Atoms 1-6, force components in eV/Å:
C 0.091 -0.060 -0.025
O -0.098 -0.048 -0.080
C 0.000 0.110 0.229
O -0.115 -0.182 -0.132
P 0.124 0.103 0.027
O 0.012 0.036 0.019

E_HOMO = -8.50 eV
Strongest force on any atom = 0.94 eV Å⁻¹

These are the Mulliken partial charges, in e, on atoms 1 to 5:
1 C -0.60
2 O -0.26
3 C -0.09
4 O -0.19
5 P 0.80